Molecular formula: C10H14N2O2
Method: DFT, the ωB97M-V functional and the def2-TZVPD basis

Atoms and positions in Å:
H 1.5825 -1.5000 -1.3910
O 1.9175 4.0098 -0.6345
C 1.0335 1.9385 0.3587
C 1.1767 -0.7474 0.4042
C 1.5803 2.8534 -0.1902
H 2.4797 4.0287 -1.4959
H -4.7285 0.3231 -1.0953
H 2.4070 -0.9523 2.2463
H -0.1848 -1.9279 1.6581
C -2.8243 0.1414 -0.1979
C 0.4596 0.4628 0.9511
H 0.3209 -0.2953 -1.6321
H -4.0076 -1.2909 -1.4541
H 0.9241 -2.8652 0.3299
N -3.0635 0.4313 1.0538
H 0.5506 0.7594 2.0832
C 1.3401 -0.5708 -1.0919
N -1.5563 0.2605 -0.5480
C -3.8300 -0.1324 -1.2500
C 2.4888 -0.8741 1.0510
H -0.5477 -2.1016 -0.1214
H 2.1470 0.2435 -1.3640
C 0.3206 -1.9847 0.7181
C -0.9686 0.5414 0.5898
H -3.3614 0.2958 -2.1655
O -1.8337 0.6280 1.5604
H 3.2194 -1.7153 0.6359
H 2.9582 0.0404 0.9915

Cartesian forces (eV/Å) of the 6 atoms listed first:
1.3 -3.1 -1.8
2.0 1.7 -2.5
-0.5 -3.8 0.9
-1.5 0.1 -0.1
-0.7 -0.6 0.2
-1.5 -0.5 2.2

Computed properties:
2S+1 ... 1
SMILES ... Cc1noc([C@H](C#CO)C(C)(C)C)n1

Molecular formula: C9H9IO2
Method: DFT, the ωB97M-V functional and the def2-TZVPD basis

Atoms and positions in Å:
C 1.4317 -1.3288 -1.9162
O -0.3383 -1.8537 0.8153
H 0.6014 -1.9431 -2.0642
H -3.1808 1.5279 1.8328
H 1.4387 -2.7507 0.3707
H -1.9449 3.1234 0.5059
C -1.5991 2.0127 0.3721
H 1.4875 -1.4329 1.6309
O 0.4437 2.4496 -0.8757
C 1.4920 -0.7618 -0.4762
H 1.3293 -0.5013 -2.5696
C 1.1209 -1.7304 0.6420
C -0.8976 -0.6556 0.5474
I 3.2451 0.4388 -0.1497
C -2.0533 -0.2372 1.2603
H 0.3091 3.3746 -0.5786
C -0.1279 0.2942 -0.1121
C -0.4216 1.6217 -0.2610
H 2.4866 -1.8652 -2.1355
H -2.4480 -0.9014 2.0159
C -2.3744 1.1190 1.1454

Cartesian forces (eV/Å) of the 6 atoms listed first:
3.8 0.2 1.4
1.0 0.0 -0.9
-1.2 -1.3 0.0
1.0 -0.5 -1.2
0.1 0.4 0.3
1.0 -2.0 -0.8

Computed properties:
2S+1 ... 1

Molecular formula: C55H28Cl4N7O2S4SeTa
Method: DFT, the ωB97M-V functional and the def2-TZVPD basis

Atoms and positions in Å:
C 0.8039 3.8338 -0.6681
H -3.9940 -0.0052 3.2838
C -0.5573 -1.4278 -1.7995
H -0.0620 -8.1925 0.3963
C 3.4314 4.5350 -2.8387
C -0.2017 -5.2662 2.9659
Cl 4.3210 7.8905 -4.8275
C 0.2977 -3.2643 -5.8620
Se 1.2550 0.8462 2.7134
H 0.3255 5.8458 -2.9838
N 6.0075 -1.9834 0.1967
H -7.0534 -2.4015 1.8193
H -3.0468 -3.2525 -0.6843
C 1.4384 -4.0163 -5.6485
C -0.4637 -7.6171 2.4406
C -0.5017 -6.5646 3.3562
C -1.6302 2.0582 2.3045
S 2.9043 2.1205 0.2372
H -2.9926 2.3568 4.0603
C 1.3953 5.7606 -3.1276
C 0.3674 5.0100 1.1794
C -0.9276 3.2452 2.3402
C 1.3319 3.5539 -1.9255
C -2.6783 1.7384 3.2367
C 0.9283 5.1140 -0.0463
C -0.4896 3.7642 4.7348
C -4.2065 -4.0900 2.5444
C -5.9942 -2.6064 1.8895
H 1.5642 7.6329 -4.1785
H -0.9474 -1.7097 -5.0710
C 1.8678 -2.8627 -3.6043
C -1.3977 5.7030 5.7895
H -2.6048 6.9868 4.5748
Cl -1.5930 6.7015 7.2162
N 0.7585 -3.8944 -0.3327
H -0.7698 -6.7641 4.3860
C 1.2929 2.2975 -2.5004
H -2.3298 5.5658 2.5555
C -1.9444 -1.3764 -0.1362
H 1.7861 0.0950 -4.8945
C 4.1900 0.9878 0.3903
C -0.1336 3.6765 1.2856
N -1.4809 1.0779 1.3665
C 1.7895 2.0005 -3.8177
C 1.5678 0.6844 -4.0205
H 2.4537 -2.7190 -2.7055
C -1.0930 4.1216 3.5326
N 0.1704 2.9346 0.1660
C -1.3836 -2.5981 -1.9227
C 5.1188 -1.2524 0.1797
C -2.6614 -1.0211 0.9894
N -0.8901 -0.6856 -0.6872
C 4.0146 -0.3305 0.1473
N 6.5240 1.9842 0.9226
H -3.8789 -5.0244 2.9796
C 3.4453 6.6312 -3.9792
Cl 1.8827 -5.2378 -6.8267
H -0.2268 -4.4354 3.6606
O 2.0512 -5.9389 -1.0848
H 3.9513 3.6737 -2.4377
C -0.0529 -2.3038 -4.9260
H -2.2235 -3.3720 2.1338
C -0.1042 -7.3887 1.1189
C 0.9000 0.2009 -2.8411
O -0.2902 -5.6599 -1.7941
S 0.3524 -2.2836 1.7853
C 0.1964 -6.0898 0.7581
N 0.7554 1.1875 -1.9108
S 2.4731 -0.9823 -0.3084
H 0.2864 5.7709 1.9354
Cl -6.7333 -4.9432 3.0485
C -0.6364 4.5504 5.8674
H 3.0982 -4.4519 -4.3666
Ta 0.7177 0.6531 0.4278
H -1.2816 -3.3574 -2.6780
C 0.1381 -5.0368 1.6430
C -3.2843 -3.1704 2.0698
C 0.3592 -1.0790 -2.7619
C 5.4959 1.5219 0.6902
H 2.2261 2.7121 -4.4986
H -0.3068 -3.4342 -6.7422
C 2.0806 6.7631 -3.7974
S 0.7296 -5.4451 -0.7953
H 5.2013 5.4513 -3.6448
C 0.4488 -3.7283 0.9346
C -2.4315 0.1561 1.6820
C -5.0567 -1.7000 1.4147
C 2.2279 -3.8323 -4.5281
C -5.5543 -3.7922 2.4495
H -0.1628 4.2758 6.7990
C -2.2589 -2.5531 -0.9070
H 0.1072 2.8597 4.7649
C -2.0110 6.0841 4.6098
H 1.4124 5.9737 -0.4769
C -3.6949 -1.9685 1.4998
C 4.1326 5.5285 -3.5047
C -1.8526 5.2865 3.4864
C 0.7256 -2.0908 -3.7942
H -0.7162 -8.6191 2.7634
H -5.3849 -0.7712 0.9655
C -3.1854 0.5525 2.8431
C 2.0563 4.6359 -2.6448

Cartesian forces (eV/Å) of the 6 atoms listed first:
-0.1 -0.1 -0.2
0.0 0.0 0.0
0.0 0.0 0.1
0.0 0.0 0.0
0.0 0.0 0.1
0.0 0.1 0.0

Computed properties:
Net charge ... -2
2S+1 ... 1

Molecular formula: C13H17N3O5
Method: DFT, the ωB97M-V functional and the def2-TZVPD basis

Atoms and positions in Å:
H -0.3278 0.5582 -1.4611
C -0.4821 -0.0176 0.6507
N 1.5252 0.6618 -0.6148
H -2.7885 0.9009 2.0616
H -4.0802 -1.9285 -1.7250
C -2.4114 -1.0854 -0.6432
H -5.1940 0.3429 1.7454
H 4.8577 -1.7820 0.3410
H 2.1494 1.4196 -0.3009
C -4.3933 0.0504 0.9809
O 2.3090 -1.5354 2.0698
H 5.3304 0.1843 -1.3987
H -1.9683 1.8824 -0.2858
C -3.7644 -1.2977 -0.9065
C -4.7435 -0.7701 -0.0804
H 3.2857 -2.6163 0.0655
H 4.3461 0.6860 1.0872
H 4.0148 1.0758 -1.8063
O 1.2614 -1.2829 -1.6934
C 3.5336 -0.7841 -1.0901
H -6.6254 -0.3508 0.1978
N 3.7294 0.2193 1.7406
C 3.7943 -1.6423 0.1721
O 0.7625 3.0966 -0.0518
C 3.1937 -0.9762 1.4310
C -3.0489 0.2556 1.2208
H 3.7524 -1.4038 -1.9749
C -2.0039 -0.2531 0.4375
O -6.0527 -0.9781 -0.3376
C 0.1075 0.8424 -0.4868
H -0.0383 -0.9775 0.6638
C -0.1387 2.3214 -0.2448
C 2.0024 -0.4438 -1.1966
N 4.3887 0.4271 -1.1142
H -0.3829 0.4914 1.6145
H -1.7005 -1.5237 -1.3664
H 3.3047 0.7320 2.4893
O -1.4438 2.6941 -0.1740

Cartesian forces (eV/Å) of the 6 atoms listed first:
-0.1 0.0 0.4
-2.5 1.1 0.0
1.2 1.0 0.4
0.0 -0.2 -0.1
0.1 0.0 -0.1
-0.2 0.5 -0.1

Computed properties:
2S+1 ... 1
SMILES ... NC(=O)C[C@H](N)C(=O)N[C@@H](Cc1ccc(O)cc1)C(=O)O

Molecular formula: C12H32O4
Method: DFT, the ωB97M-V functional and the def2-TZVPD basis

Atoms and positions in Å:
C 1.1959 2.4843 1.4078
H 3.5595 0.7684 0.6360
H 0.5281 1.6235 1.3760
H -3.8502 2.6460 -2.7078
C 0.4625 -3.3559 -1.5131
H -0.9956 -1.1787 3.2358
C -0.4447 -3.9579 3.6165
H -2.6631 3.1324 -0.3003
H 1.7277 -0.7832 -0.2025
C -0.3428 -3.0827 2.4068
H -1.0692 -1.3505 1.4568
C -1.2157 -1.8565 2.4110
H 1.3009 -1.3807 -3.0490
H 3.2451 2.8378 0.9059
H 1.7055 3.9623 -0.9295
C -2.0543 2.7894 -1.1369
C -2.9011 3.1308 -2.4790
H -0.5240 -3.7464 1.5614
H -2.2286 3.0270 -3.3305
H -3.1723 4.1728 -2.3092
H -0.4468 -1.6815 -0.4632
H -2.2239 -2.1888 2.1637
H -0.5262 3.3613 -0.3443
C 0.4463 -1.9189 -1.0412
H -1.4515 -4.3715 3.6753
H -0.4516 -1.0352 -2.7581
H 1.4940 2.6554 2.4422
H -2.6988 0.8632 -0.5871
O 2.6838 0.9314 0.2778
H 0.7972 3.4826 1.2277
H 1.4143 2.3498 -1.5182
H 0.6161 0.0085 -2.0461
O 0.9896 -2.6220 2.2838
H 0.4137 -4.1136 -0.7311
C 2.4194 2.3249 0.4127
H -0.3392 -3.3820 4.5359
O 1.6216 -1.7211 -0.3777
C -1.7759 1.3536 -0.8967
C 0.5522 -1.0410 -2.3333
H -1.4176 0.9088 -1.8250
H -0.3398 -3.5708 -2.2189
H 1.2161 -2.5584 1.3530
H 3.0037 2.9163 -1.6001
O -0.9096 3.5878 -1.1947
H 1.3975 -3.6312 -2.0011
H -1.0621 1.0977 -0.1136
H 0.1889 -4.8440 3.5788
C 2.1248 2.9566 -0.9568

Cartesian forces (eV/Å) of the 6 atoms listed first:
1.3 0.8 -0.4
0.0 -0.3 0.0
-0.2 0.4 -0.2
0.2 -0.6 0.5
-0.3 -1.1 0.1
-0.5 -0.2 0.0

Computed properties:
2S+1 ... 1
SMILES ... CC(C)O.CC(C)O.CC(C)O.CC(C)O

Molecular formula: C4H7BO2
Method: DFT, the ωB97M-V functional and the def2-TZVPD basis

Atoms and positions in Å:
H 0.8651 -3.9266 0.8147
C 0.6197 -1.8750 1.1495
H 0.5875 2.9508 0.0652
H -1.3444 2.6357 0.2917
H -0.3021 1.7590 -2.1674
H 0.8519 -1.7117 2.1309
C -0.3234 2.1447 0.0987
O 0.1330 1.1568 1.0478
H 0.4592 -2.8718 -0.7535
C 0.7243 -2.9162 0.3423
O -0.0841 0.0410 -0.9723
C -0.6307 1.2916 -1.2477
B 0.2458 0.0242 0.3976
H -1.8017 1.2976 -1.1973

Cartesian forces (eV/Å) of the 6 atoms listed first:
0.1 0.9 -0.8
-0.6 4.6 -4.2
-2.5 -1.7 -0.2
1.9 -0.6 0.8
0.3 -0.2 -0.1
0.4 -0.6 2.5

Computed properties:
2S+1 ... 1

Molecular formula: C4H10NO2S
Method: DFT, the ωB97M-V functional and the def2-TZVPD basis

Atoms and positions in Å:
C -0.3944 -0.1311 0.0581
O 3.8437 -0.0817 0.1313
H -1.2977 1.7323 0.6702
H -1.8919 -1.0374 -1.2235
H -0.5003 -0.6888 -2.0825
H -0.4322 -2.0838 -0.9099
H -1.9013 0.1260 1.5478
C -0.8016 -1.0435 -1.0521
N -0.9509 1.2594 -0.1742
H -1.5590 1.5156 -0.9685
O 1.4743 1.3730 -0.3516
H -0.2606 -0.2952 2.1128
H -1.4482 -1.5273 1.6710
H 3.7931 0.1372 -0.7958
H -0.1118 1.9148 -0.3636
C 1.1695 0.2764 -0.0394
C -1.0679 -0.5092 1.4018
S 2.3374 -0.9370 0.3682

Cartesian forces (eV/Å) of the 6 atoms listed first:
-0.9 0.8 -0.3
-2.7 -1.4 1.0
-0.4 -0.7 -0.2
0.2 -0.4 0.8
0.5 -0.3 1.1
-0.3 0.8 0.0

Computed properties:
Net charge ... +1
2S+1 ... 1
SMILES ... CC(C)([NH3+])C(=O)SO

Molecular formula: C4H8N2O3
Method: DFT, the ωB97M-V functional and the def2-TZVPD basis

Atoms and positions in Å:
O -0.3049 1.0522 0.3445
H 1.1317 1.4631 -1.0971
H 1.0657 -1.4058 -1.0277
O 1.2420 -1.4380 0.9539
H -3.0394 -0.8171 0.2149
H -2.5375 0.3836 1.4291
C 2.1886 -0.4809 0.7884
H -1.6555 -1.1634 1.2605
N 3.1576 0.1145 0.5419
H -0.3243 2.4642 -1.2287
N 0.9600 -2.1237 -0.3052
H 1.7479 -2.7657 -0.3978
C -2.1806 -0.3716 0.7241
H 0.8125 2.7473 0.1034
O -1.3493 0.1133 -1.4933
C 0.3557 1.9776 -0.5239
C -1.2702 0.2503 -0.2871

Cartesian forces (eV/Å) of the 6 atoms listed first:
-1.5 -0.6 -1.0
0.0 0.2 0.1
-0.2 -0.2 0.1
1.2 2.0 -0.2
0.2 0.1 0.0
0.2 -0.1 0.0

Computed properties:
2S+1 ... 1
SMILES ... COC(C)=O.N#CON

Molecular formula: C6H24O6
Method: DFT, the ωB97M-V functional and the def2-TZVPD basis

Atoms and positions in Å:
H -22.5896 14.5306 4.8528
H -14.7287 8.0355 6.7799
C -15.4637 12.7087 4.4638
O -14.8685 7.0681 8.5893
H -23.0070 16.1019 4.1459
H -21.4672 9.3418 6.2828
H -15.8474 8.7584 8.0945
O -9.0153 12.0756 8.8538
O -24.1422 15.3594 5.8246
C -20.5953 8.7856 5.9385
H -14.5846 13.3524 4.4952
H -18.8483 18.0372 -1.8726
H -19.9007 8.6506 6.7676
H -15.5435 6.6302 9.1129
C -10.2800 12.4791 8.3456
H -17.2274 12.6880 3.9148
H -17.3908 16.9649 -0.2186
H -16.8653 17.0536 -1.9307
O -18.1789 18.5079 -1.3706
H -24.0945 14.6811 4.0080
C -23.4064 15.2249 4.6552
O -16.4680 13.2362 3.7040
H -16.0520 7.2745 7.0187
H -20.8562 7.7945 5.5672
H -15.3017 11.7749 3.9254
H -10.4739 13.5135 8.6292
H -10.3005 12.5001 7.2560
C -17.1471 17.6283 -1.0484
H -10.9981 11.8549 8.8775
H -9.1041 11.8952 9.7925
H -20.4304 9.1225 4.0260
H -24.9450 15.7757 5.5023
H -15.7220 12.5478 5.5104
O -19.9805 9.4039 4.8261
H -16.2293 18.1456 -0.7687
C -15.3892 7.8834 7.6335

Cartesian forces (eV/Å) of the 6 atoms listed first:
0.2 0.2 0.0
1.1 0.9 0.8
1.3 -1.2 0.3
1.9 -1.2 1.7
-0.2 0.4 0.4
-0.1 -0.1 0.0

Computed properties:
2S+1 ... 1
SMILES ... CO.CO.CO.CO.CO.CO

Molecular formula: C5H6N2
Method: DFT, the ωB97M-V functional and the def2-TZVPD basis

Atoms and positions in Å:
H 2.4933 -0.0722 1.6016
H -0.1126 -1.3310 1.1354
C -0.2650 -0.1929 -1.3379
N 0.9397 -0.5855 -1.2508
C -0.5471 0.8012 0.7841
H -1.9368 -0.4553 -0.0530
N 1.8662 -0.4164 -0.2446
H -0.1201 1.7884 0.8427
C 1.5948 -0.1562 0.9719
H -0.7624 -0.5237 -2.2333
C -1.3200 0.4564 -0.3930
C 0.1442 -0.2957 1.2725
H -1.9741 0.9826 -1.0957

Cartesian forces (eV/Å) of the 6 atoms listed first:
-0.7 0.1 0.1
-0.9 -0.1 -0.1
-1.0 -0.2 0.5
-0.8 -0.6 -0.6
1.4 -1.3 1.0
0.6 0.9 -0.9

Computed properties:
2S+1 ... 1
SMILES ... C1=CCC=NN=C1

Molecular formula: CH9NO2
Method: DFT, the ωB97M-V functional and the def2-TZVPD basis

Atoms and positions in Å:
H -0.5622 -1.1058 -0.7332
N 1.5316 0.2318 0.5629
H 1.6717 -0.0914 -1.5887
H -1.3676 0.1736 0.3183
O -0.9106 -0.4090 1.4660
H -1.9441 -0.1218 -1.0864
H 2.3456 -0.3625 0.6680
O -1.8422 0.6101 -0.5092
H -0.0417 -0.3045 -0.7909
C 0.9792 0.3035 -0.7943
H 0.6649 1.3114 -1.0365
H -1.2570 -0.0808 2.3717
H 0.7325 -0.1545 1.1522

Cartesian forces (eV/Å) of the 6 atoms listed first:
1.2 1.4 0.2
-1.5 -0.5 -2.6
-0.9 0.2 0.8
-0.9 0.6 1.3
0.1 0.5 1.9
-1.0 -0.7 -1.3

Computed properties:
2S+1 ... 1

Molecular formula: C6H12O
Method: DFT, the ωB97M-V functional and the def2-TZVPD basis

Atoms and positions in Å:
C -1.1185 -0.5873 -0.5295
C 2.0424 0.1278 -0.8279
C -1.9127 1.4043 0.9058
H -0.2982 1.4423 -0.6049
H -2.0457 -1.0834 -0.2518
H 1.4583 0.1519 -1.7556
H 0.5880 -2.2754 -0.5843
H 3.0227 -0.2976 -1.0653
C 1.3772 -0.7402 0.2353
C -0.8439 0.7677 0.0527
H 2.1869 1.1570 -0.4794
O 1.4304 -2.1114 -0.1377
H -2.3312 0.6671 1.6017
C -0.0730 -0.4140 0.5527
H -0.3795 -0.7967 1.5250
H -1.5264 2.2438 1.4923
H -0.8142 -0.7613 -1.5599
H -2.7314 1.7670 0.2743
H 1.9691 -0.6617 1.1564

Cartesian forces (eV/Å) of the 6 atoms listed first:
-0.1 -0.1 -0.2
0.0 0.0 -0.1
0.0 0.0 0.1
-0.1 -0.1 0.1
0.1 0.1 -0.1
0.0 0.0 0.1

Computed properties:
2S+1 ... 1
SMILES ... C[C@H](O)[C@@H]1C[C@H]1C

Looking at relative energy (zero: lowest compared OMol25 entry of this formula, charge and spin) for the records above, in order, we have 4.581, 1.312, 0.751, 0.874, 1.363, 2.708, 1.702, 4.254, 5.275, 5.174, 6.209, 1.056 eV.
Looking at gap between HOMO and LUMO for the records above, in order, we have 9.55, 8.87, 4.90, 9.42, 10.28, 10.39, 10.46, 11.35, 10.57, 8.81, 6.48, 11.11 eV.